(1)
{
  "formula": "C5H7NO",
  "method": "ωB97M-V/def2-TZVPD",
  "spin_multiplicity": 1,
  "homo_energy_ev": -9.34,
  "de_lowest_kj_mol": 344.1,
  "elements": ["C", "C", "C", "C", "O", "H", "H", "H", "H", "C", "N", "H", "H", "H"],
  "positions_angstrom": [[1.416264, -1.274725, -0.597921], [1.118057, -0.024363, -0.827271], [0.649409, 1.191721, -0.921538], [-0.818046, 1.477719, -0.664070], [-1.707589, 0.861387, -1.208559], [1.818557, -1.595185, 0.361527], [1.237405, -2.044263, -1.341576], [1.262992, 2.035120, -1.232747], [-1.010748, 2.374236, -0.049032], [-0.941093, -0.898899, 1.074740], [-0.801915, 0.315210, 1.399789], [-1.476933, -1.131068, 0.148308], [-0.527734, -1.741040, 1.637468], [-0.218630, 0.454149, 2.220878]],
  "forces_ev_per_angstrom": [[0.06, 0.18, -0.16], [-0.10, -0.03, 0.03], [0.02, -0.23, -0.12], [-0.21, -0.08, -0.45], [0.41, 0.30, 0.17], [-0.07, 0.13, -0.12], [0.19, 0.13, -0.08], [-0.02, -0.14, 0.06], [-0.02, -0.07, -0.20], [-0.14, 0.19, 0.14], [0.04, -0.37, 0.28], [-0.03, 0.09, 0.23], [-0.07, 0.08, 0.01], [-0.08, -0.18, 0.21]]
}

=====

(2)
{
  "formula": "C5H7NO",
  "method": "ωB97M-V/def2-TZVPD",
  "spin_multiplicity": 1,
  "homo_energy_ev": -10.79,
  "de_lowest_kj_mol": 285.2,
  "elements": ["C", "C", "C", "C", "N", "C", "O", "H", "H", "H", "H", "H", "H", "H"],
  "positions_angstrom": [[0.891176, -0.978827, 1.003009], [0.868511, -0.493433, -0.434639], [-0.400088, 0.278102, -0.733981], [-1.661956, -0.410224, -0.478746], [-2.659188, -0.789041, -0.031554], [-0.578127, 1.621848, -0.219159], [-0.250188, 1.197249, -1.748172], [0.878474, -0.136752, 1.706859], [1.792807, -1.561310, 1.195105], [0.015646, -1.602074, 1.208385], [1.739510, 0.137827, -0.664281], [0.892689, -1.325488, -1.146821], [-1.519246, 2.135825, -0.342317], [-0.010018, 1.926297, 0.686314]],
  "forces_ev_per_angstrom": [[0.04, -0.14, 0.16], [-0.09, -0.15, 0.08], [-0.29, -0.65, 0.70], [-1.23, -0.86, -0.06], [0.80, 0.04, -0.58], [0.30, 0.44, -0.99], [0.14, 1.54, 1.72], [0.01, -0.16, -0.13], [-0.08, -0.01, 0.06], [0.16, 0.01, 0.07], [-0.42, 0.01, 0.08], [0.08, -0.01, 0.16], [-0.25, -0.45, 0.35], [0.82, 0.40, -1.61]]
}

=====

(3)
{
  "formula": "C5H7NO",
  "method": "ωB97M-V/def2-TZVPD",
  "spin_multiplicity": 1,
  "homo_energy_ev": -8.73,
  "de_lowest_kj_mol": 246.2,
  "elements": ["C", "C", "C", "C", "N", "C", "O", "H", "H", "H", "H", "H", "H", "H"],
  "positions_angstrom": [[-0.261867, 2.066814, -1.554047], [0.039638, 1.182926, -0.636414], [-0.608120, -0.174704, -0.918357], [-0.470127, -1.230548, -0.137537], [-0.032776, -1.480640, 1.260202], [1.035162, -0.915434, 1.964514], [1.938408, -0.316153, 1.445760], [-1.073544, 2.150997, -2.379226], [0.184827, 3.086885, -1.525283], [0.714930, 1.288540, 0.290911], [-1.019786, -0.366481, -1.897661], [-0.750248, -2.050087, -0.665930], [-0.517764, -2.251485, 1.633361], [0.821267, -0.990629, 3.119708]],
  "forces_ev_per_angstrom": [[-0.52, 4.24, -1.50], [-1.12, -2.59, 0.47], [2.17, 1.96, 1.90], [1.04, 0.67, 2.23], [0.42, 1.73, -2.42], [-1.67, -0.25, 0.62], [-0.04, 0.08, 0.42], [1.47, -1.42, 1.46], [-0.06, -0.75, 0.28], [-1.02, 0.00, -1.99], [-0.02, 0.23, -0.07], [-0.99, -3.09, -0.54], [-0.47, -0.64, 0.90], [0.82, -0.17, -1.77]]
}

=====

(4)
{
  "formula": "C5H7NO",
  "method": "ωB97M-V/def2-TZVPD",
  "spin_multiplicity": 1,
  "homo_energy_ev": -8.47,
  "de_lowest_kj_mol": 541.7,
  "elements": ["O", "C", "C", "C", "C", "C", "N", "H", "H", "H", "H", "H", "H", "H"],
  "positions_angstrom": [[-0.477334, 3.138185, -0.047119], [-0.050054, 2.141846, -0.953602], [-0.097896, 0.821416, -0.359318], [-0.313258, -0.049076, 0.464990], [-0.521642, -1.433577, 0.715176], [0.706236, -2.025059, 0.048766], [0.231746, -2.476719, 1.383067], [-1.296205, 2.817828, 0.353093], [-0.655322, 2.129187, -1.870443], [0.973220, 2.400394, -1.232641], [-1.501008, -1.816204, 0.387931], [1.687786, -1.542173, 0.088340], [0.394094, -2.043112, -1.002339], [0.919637, -2.062937, 2.024099]],
  "forces_ev_per_angstrom": [[-0.33, 0.28, 0.05], [0.16, 0.11, -0.30], [-0.33, 0.26, 1.17], [0.21, 0.72, -0.38], [-0.08, 0.27, -0.07], [0.07, 0.41, -0.31], [0.34, -0.18, -0.36], [0.16, 0.12, 0.00], [0.07, 0.12, 0.03], [-0.06, 0.02, -0.05], [0.61, 0.17, -0.01], [-0.72, 0.51, 0.25], [0.17, -2.46, 0.19], [-0.26, -0.35, -0.20]]
}

=====

(5)
{
  "formula": "C5H7NO",
  "method": "ωB97M-V/def2-TZVPD",
  "spin_multiplicity": 1,
  "homo_energy_ev": -9.51,
  "de_lowest_kj_mol": 253.7,
  "elements": ["C", "N", "C", "O", "C", "C", "C", "H", "H", "H", "H", "H", "H", "H"],
  "positions_angstrom": [[2.305136, 0.513818, 0.458333], [1.524428, -0.711972, 0.515087], [0.344576, -0.661439, 0.107001], [-0.530315, -1.736082, 0.094183], [-1.499198, -0.939124, -0.611054], [-1.950554, 0.192381, 0.233593], [-0.636842, 0.284333, -0.532028], [1.742174, 1.391806, 0.807194], [3.195788, 0.400813, 1.086292], [2.645184, 0.716231, -0.566651], [-2.009554, -1.400601, -1.447120], [-1.957468, 0.087104, 1.316722], [-2.736360, 0.817524, -0.184876], [-0.436994, 1.045214, -1.276679]],
  "forces_ev_per_angstrom": [[0.13, 0.18, -0.05], [-0.47, 0.06, -0.14], [0.44, 0.02, 0.20], [0.01, -0.07, 0.08], [-0.30, -0.05, -0.21], [-0.14, -0.01, 0.10], [0.24, 0.19, -0.14], [0.10, -0.14, -0.05], [-0.23, 0.04, -0.14], [-0.02, -0.06, 0.17], [0.04, 0.11, 0.13], [0.06, 0.01, -0.21], [0.10, -0.15, 0.08], [0.02, -0.12, 0.18]]
}

=====

(6)
{
  "formula": "C5H7NO",
  "method": "ωB97M-V/def2-TZVPD",
  "spin_multiplicity": 1,
  "homo_energy_ev": -9.18,
  "de_lowest_kj_mol": 150.8,
  "elements": ["C", "N", "C", "C", "C", "C", "O", "H", "H", "H", "H", "H", "H", "H"],
  "positions_angstrom": [[1.612605, -0.727439, 0.533749], [0.799254, -1.543429, 0.011540], [-0.400291, -1.010347, -0.558447], [-1.437904, -0.399952, 0.345117], [-0.621198, 0.476448, -0.562968], [0.487542, 1.337236, -0.005316], [1.531598, 0.613129, 0.661980], [2.538139, -1.080308, 0.985753], [-0.758843, -1.591810, -1.402686], [-1.214694, -0.393755, 1.411399], [-2.485920, -0.547239, 0.095146], [-1.120057, 0.912492, -1.426372], [0.111814, 2.056439, 0.730923], [0.957957, 1.898535, -0.819818]],
  "forces_ev_per_angstrom": [[-0.08, -0.27, -0.04], [0.21, 0.31, 0.15], [-0.08, -0.02, -0.20], [-0.13, -0.03, 0.12], [0.04, 0.07, -0.04], [-0.14, 0.10, -0.10], [-0.05, -0.04, 0.03], [-0.12, 0.01, -0.06], [0.04, 0.12, 0.13], [0.00, 0.03, -0.22], [0.21, 0.00, 0.07], [0.07, -0.09, 0.18], [0.05, -0.09, -0.11], [-0.04, -0.10, 0.09]]
}

=====

Number 1: F_max 0.0105 hartree/bohr. Number 2: F_max 0.0450 hartree/bohr. Number 3: F_max 0.0881 hartree/bohr. Number 4: F_max 0.0481 hartree/bohr. Number 5: F_max 0.0097 hartree/bohr. Number 6: F_max 0.0079 hartree/bohr.